[1]
{
  "formula": "C25H21F3LuN5OS3",
  "method": "wB97M-V/def2-TZVPD",
  "relative_energy_kj_mol": 0.0,
  "homo_energy_ev": -7.710,
  "homo_lumo_gap_ev": 7.33,
  "spin_multiplicity": 1,
  "lumo_energy_ev": -0.38,
  "symbols": ["Lu", "C", "C", "N", "N", "C", "S", "S", "C", "C", "C", "C", "C", "C", "C", "C", "C", "C", "C", "C", "C", "O", "H", "H", "H", "H", "H", "H", "H", "H", "H", "H", "H", "H", "H", "H", "F", "C", "F", "F", "C", "C", "C", "C", "N", "C", "S", "H", "H", "H", "N", "C", "C", "N", "C", "H", "H", "H", "H"],
  "coordinates": [[0.514, -1.274, -1.476], [0.066, 2.578, 1.135], [-0.075, 1.663, -0.002], [-0.123, 0.312, 0.141], [-0.150, -0.150, 1.449], [-0.450, -1.429, 1.689], [-0.383, -2.747, 0.571], [-0.730, -1.703, 3.430], [-2.546, -1.618, 3.516], [-3.090, -0.366, 4.203], [-2.602, 0.900, 3.844], [-3.081, 2.037, 4.475], [-3.969, 1.925, 5.523], [-4.446, 0.660, 5.930], [-4.094, -0.451, 5.206], [-0.224, 2.294, -1.292], [-0.154, 3.713, -1.374], [-0.568, 4.393, -2.523], [-0.948, 3.694, -3.672], [-0.801, 2.313, -3.671], [-0.363, 1.588, -2.552], [-0.186, 0.288, -2.641], [-0.107, 1.964, 2.070], [-0.659, 3.405, 1.090], [1.052, 3.064, 1.107], [-2.929, -2.527, 4.031], [-2.876, -1.716, 2.459], [-1.794, 0.969, 3.108], [-2.690, 3.018, 4.174], [-4.306, 2.759, 6.105], [-5.043, 0.634, 6.799], [-4.534, -1.438, 5.476], [0.218, 4.310, -0.539], [-0.554, 5.471, -2.509], [-1.302, 4.275, -4.536], [-1.021, 1.728, -4.546], [7.183, -0.823, -1.937], [5.905, -0.843, -2.392], [5.800, -1.924, -3.245], [5.702, 0.290, -3.158], [4.950, -0.893, -1.217], [5.451, -0.846, 0.116], [4.510, -0.939, 1.166], [3.154, -1.144, 0.900], [2.618, -1.023, -0.362], [3.505, -0.969, -1.423], [2.775, -0.990, -3.012], [6.528, -0.668, 0.197], [4.856, -0.935, 2.179], [2.440, -1.371, 1.723], [-0.947, -3.861, -4.845], [-2.077, -3.953, -3.996], [-1.724, -3.187, -2.917], [-0.472, -2.695, -3.042], [-0.038, -3.078, -4.219], [-0.895, -4.317, -5.739], [-2.965, -4.478, -4.302], [-2.278, -3.035, -2.010], [0.965, -2.855, -4.663]]
}


[2]
{
  "formula": "C9H15CaO6P",
  "method": "wB97M-V/def2-TZVPD",
  "homo_energy_ev": -16.958,
  "homo_lumo_gap_ev": 8.82,
  "spin_multiplicity": 1,
  "lumo_energy_ev": -8.14,
  "total_charge": 2,
  "symbols": ["O", "C", "Ca", "C", "C", "O", "O", "C", "C", "O", "P", "O", "C", "C", "O", "C", "C", "H", "H", "H", "H", "H", "H", "H", "H", "H", "H", "H", "H", "H", "H", "H"],
  "coordinates": [[-0.573, -0.052, -3.951], [-0.336, -0.024, -2.827], [0.430, -0.366, -0.430], [-1.801, -0.496, 0.657], [0.353, 2.219, 0.399], [-2.746, -0.821, 1.226], [0.439, 3.282, 0.827], [0.956, -2.047, 4.936], [-0.044, -2.032, 3.806], [0.409, -2.751, 2.592], [1.522, -2.069, 1.580], [2.692, -3.189, 1.578], [4.110, -2.894, 1.293], [4.592, -1.650, 1.985], [0.921, -2.455, -0.111], [1.322, -3.635, -0.935], [1.949, -3.175, -2.228], [1.021, -3.040, 5.374], [0.632, -1.385, 5.735], [1.951, -1.725, 4.633], [-0.960, -2.539, 4.105], [-0.281, -0.992, 3.541], [4.650, -3.779, 1.624], [4.224, -2.773, 0.207], [4.616, -1.819, 3.062], [5.621, -1.476, 1.678], [3.980, -0.766, 1.761], [2.036, -4.166, -0.307], [0.437, -4.264, -1.070], [2.760, -2.463, -2.037], [2.424, -4.014, -2.749], [1.217, -2.732, -2.919]]
}


[3]
{
  "formula": "C4H3Cl2IrN5O3Y",
  "method": "wB97M-V/def2-TZVPD",
  "relative_energy_kj_mol": 0.0,
  "homo_energy_ev": [-25.233, -24.953],
  "s_squared": 6.035,
  "homo_lumo_gap_ev": [9.87, 5.35],
  "spin_multiplicity": 5,
  "lumo_energy_ev": [-15.36, -19.60],
  "total_charge": 4,
  "symbols": ["Y", "Ir", "Cl", "Cl", "C", "C", "C", "O", "O", "O", "N", "N", "N", "C", "N", "N", "H", "H", "H"],
  "coordinates": [[0.256, 0.283, -1.934], [-0.149, 0.086, 0.547], [-1.108, 2.397, -2.395], [2.757, 0.925, -1.630], [0.972, -1.359, 0.238], [-1.260, 0.428, -4.014], [1.386, -0.522, -4.210], [1.697, -2.289, 0.416], [-2.018, 0.614, -4.850], [1.848, -0.823, -5.218], [-1.441, 3.382, 4.115], [-1.617, 2.180, 3.352], [-2.895, 1.768, 2.996], [-2.695, 0.995, 1.971], [-1.333, 1.076, 1.629], [-0.686, 1.753, 2.545], [-0.514, 3.248, 4.540], [-2.111, 3.293, 4.896], [-3.408, 0.334, 1.479]]
}


[4]
{
  "formula": "C23H32Cl20NPS2",
  "method": "wB97M-V/def2-TZVPD",
  "homo_energy_ev": -7.694,
  "homo_lumo_gap_ev": 7.58,
  "smiles": "Cc1cc2c(cc1[PH2]=S)Sc1ccccc1N2.ClCCl.ClCCl.ClCCl.ClCCl.ClCCl.ClCCl.ClCCl.ClCCl.ClCCl.ClCCl",
  "spin_multiplicity": 1,
  "lumo_energy_ev": -0.11,
  "symbols": ["C", "C", "C", "C", "C", "C", "C", "P", "S", "S", "C", "C", "C", "C", "C", "C", "N", "H", "H", "H", "H", "H", "H", "H", "H", "H", "H", "H", "H", "C", "Cl", "Cl", "H", "H", "C", "Cl", "Cl", "H", "H", "C", "Cl", "Cl", "H", "H", "C", "Cl", "Cl", "H", "H", "C", "Cl", "Cl", "H", "H", "C", "Cl", "Cl", "H", "H", "C", "Cl", "Cl", "H", "H", "C", "Cl", "Cl", "H", "H", "C", "Cl", "Cl", "H", "H", "C", "Cl", "Cl", "H", "H"],
  "coordinates": [[-1.903, -1.020, -4.157], [-1.157, -1.073, -2.729], [0.403, -1.029, -2.725], [1.211, -1.080, -1.380], [0.388, -1.219, 0.003], [-1.154, -1.256, 0.028], [-1.921, -1.161, -1.359], [-3.802, -1.159, -1.281], [-4.639, -2.914, -1.364], [1.470, -1.288, 1.524], [2.795, -0.035, 1.087], [3.373, 0.933, 2.153], [4.436, 1.988, 1.753], [4.875, 2.037, 0.264], [4.313, 1.040, -0.808], [3.232, -0.045, -0.434], [2.680, -0.993, -1.438], [-2.405, -2.025, -4.425], [-1.089, -0.796, -4.948], [-2.635, -0.139, -4.158], [1.028, -0.927, -3.686], [-1.702, -1.352, 1.033], [-4.155, -0.456, -0.067], [-4.244, -0.287, -2.355], [2.979, 0.839, 3.226], [4.853, 2.727, 2.511], [5.642, 2.843, -0.018], [4.687, 1.152, -1.886], [2.878, -0.645, -2.400], [-7.675, -4.178, 0.359], [-8.392, -3.059, 1.527], [-8.190, -5.839, 0.668], [-7.988, -3.891, -0.644], [-6.590, -4.123, 0.436], [1.889, -4.722, -0.612], [0.731, -3.439, -0.993], [2.753, -5.257, -2.060], [2.610, -4.342, 0.110], [1.353, -5.570, -0.187], [5.967, 6.152, 0.062], [6.949, 4.788, -0.483], [4.592, 6.421, -1.016], [5.595, 5.943, 1.064], [6.585, 7.049, 0.077], [-8.988, 0.786, 2.768], [-9.683, 0.601, 4.382], [-7.585, 1.861, 2.793], [-8.677, -0.192, 2.402], [-9.743, 1.205, 2.103], [-3.341, 2.039, 1.776], [-2.360, 0.671, 1.230], [-4.704, 2.321, 0.686], [-3.724, 1.825, 2.773], [-2.720, 2.933, 1.804], [4.185, 9.216, -3.219], [5.256, 10.461, -2.564], [2.617, 9.895, -3.671], [4.650, 8.779, -4.102], [4.034, 8.447, -2.463], [4.003, -1.943, 4.911], [4.310, -3.675, 4.718], [3.935, -1.126, 3.340], [3.052, -1.807, 5.422], [4.806, -1.505, 5.503], [-0.038, 0.181, -7.584], [-0.807, 1.502, -6.697], [0.687, -0.996, -6.480], [-0.789, -0.322, -8.192], [0.741, 0.591, -8.224], [-4.234, -6.627, -0.328], [-5.706, -7.228, -1.102], [-4.151, -7.131, 1.365], [-3.369, -7.023, -0.858], [-4.229, -5.539, -0.374], [4.343, 0.776, 7.564], [3.525, -0.739, 7.968], [5.790, 0.481, 6.592], [3.659, 1.407, 6.998], [4.631, 1.279, 8.486]]
}


[5]
{
  "formula": "C36H39N3O8",
  "method": "wB97M-V/def2-TZVPD",
  "relative_energy_kj_mol": 418.3,
  "homo_energy_ev": -6.629,
  "homo_lumo_gap_ev": 4.73,
  "spin_multiplicity": 1,
  "lumo_energy_ev": -1.90,
  "symbols": ["C", "O", "C", "C", "C", "C", "C", "C", "C", "O", "O", "C", "C", "C", "O", "C", "O", "C", "C", "H", "H", "H", "H", "H", "H", "H", "H", "H", "H", "H", "H", "H", "H", "H", "C", "N", "C", "O", "C", "C", "C", "C", "C", "C", "C", "C", "N", "C", "C", "C", "C", "C", "C", "N", "O", "O", "C", "C", "C", "C", "C", "C", "H", "H", "H", "H", "H", "H", "H", "H", "H", "H", "H", "H", "H", "H", "H", "H", "H", "H", "H", "H", "H", "H", "H", "H"],
  "coordinates": [[4.654, -2.532, 7.096], [4.557, -3.198, 5.813], [3.684, -2.697, 4.898], [3.742, -3.211, 3.577], [2.975, -2.643, 2.574], [2.124, -1.559, 2.844], [1.334, -0.875, 1.751], [-0.031, -1.518, 1.470], [-0.722, -1.717, 2.761], [-0.602, -0.979, 3.725], [-1.690, -2.702, 2.766], [-1.187, -3.997, 2.362], [-0.164, -4.491, 3.371], [-2.409, -4.895, 2.228], [-0.602, -3.872, 1.054], [0.246, -2.832, 0.805], [1.150, -2.973, 0.001], [2.082, -1.056, 4.148], [2.771, -1.656, 5.186], [5.484, -3.031, 7.595], [4.871, -1.459, 6.981], [3.728, -2.662, 7.674], [4.421, -4.036, 3.372], [3.031, -3.023, 1.552], [1.125, 0.158, 2.059], [1.907, -0.891, 0.817], [0.710, -3.826, 3.411], [-0.637, -4.538, 4.360], [0.158, -5.500, 3.086], [-3.069, -4.489, 1.457], [-2.094, -5.903, 1.947], [-2.941, -4.927, 3.182], [1.466, -0.188, 4.367], [2.640, -1.287, 6.206], [-1.646, 3.014, -5.757], [-0.869, 2.493, -4.657], [0.491, 2.612, -4.628], [1.192, 3.052, -5.535], [0.964, 2.078, -3.275], [1.600, 3.204, -2.449], [2.922, 3.658, -3.032], [3.143, 5.004, -3.348], [4.314, 5.381, -4.013], [5.283, 4.419, -4.328], [5.088, 3.084, -3.953], [3.921, 2.711, -3.279], [-0.268, 1.512, -2.710], [-0.249, 0.770, -1.587], [-1.407, 0.395, -0.887], [-1.564, -0.357, 0.253], [-2.908, -0.458, 0.791], [-4.026, -0.463, -0.097], [-5.343, -0.369, 0.378], [-6.325, 0.215, -0.473], [-7.466, 0.414, -0.008], [-5.988, 0.546, -1.635], [-5.647, -0.558, 1.737], [-4.578, -0.592, 2.625], [-3.265, -0.432, 2.180], [-1.477, 1.910, -3.468], [-2.297, 2.979, -2.730], [-2.373, 0.732, -3.880], [-0.965, 3.419, -6.509], [-2.251, 2.219, -6.207], [-2.323, 3.808, -5.416], [1.694, 1.269, -3.449], [0.894, 4.052, -2.416], [1.742, 2.842, -1.417], [2.373, 5.739, -3.100], [4.463, 6.425, -4.293], [6.190, 4.709, -4.861], [5.835, 2.324, -4.188], [3.759, 1.675, -2.969], [0.742, 0.481, -1.219], [-2.322, 0.823, -1.298], [-0.643, -0.773, 0.773], [-3.879, -0.498, -1.175], [-6.687, -0.612, 2.047], [-4.769, -0.721, 3.691], [-2.501, -0.206, 2.920], [-1.665, 3.852, -2.515], [-3.139, 3.287, -3.364], [-2.698, 2.595, -1.788], [-1.776, -0.003, -4.437], [-2.825, 0.241, -3.015], [-3.183, 1.104, -4.521]]
}


[6]
{
  "formula": "C4H7NO",
  "method": "wB97M-V/def2-TZVPD",
  "relative_energy_kj_mol": 156.0,
  "homo_energy_ev": -10.755,
  "homo_lumo_gap_ev": 11.61,
  "smiles": "CCOCC#N",
  "spin_multiplicity": 1,
  "lumo_energy_ev": 0.85,
  "symbols": ["C", "C", "O", "C", "C", "N", "H", "H", "H", "H", "H", "H", "H"],
  "coordinates": [[0.922, 1.009, -0.690], [0.430, 0.738, 0.746], [0.315, -0.643, 1.066], [-0.401, -1.381, 0.127], [-1.821, -0.971, 0.027], [-2.924, -0.640, -0.078], [1.617, 0.238, -1.041], [0.106, 1.055, -1.419], [1.455, 1.963, -0.713], [-0.539, 1.228, 0.923], [1.137, 1.116, 1.491], [-0.339, -2.425, 0.433], [0.042, -1.286, -0.873]]
}


[7]
{
  "formula": "C4H8O2",
  "method": "wB97M-V/def2-TZVPD",
  "relative_energy_kj_mol": 566.6,
  "homo_energy_ev": -9.167,
  "homo_lumo_gap_ev": 9.49,
  "spin_multiplicity": 1,
  "lumo_energy_ev": 0.32,
  "symbols": ["C", "O", "C", "C", "C", "O", "H", "H", "H", "H", "H", "H", "H", "H"],
  "coordinates": [[0.475, 2.104, -0.021], [0.848, 0.775, 0.251], [0.079, 0.217, 1.296], [-0.401, -1.615, -1.133], [-0.034, -2.921, -0.943], [-1.587, -1.876, -0.801], [-0.574, 2.177, -0.347], [0.609, 2.746, 0.864], [1.118, 2.473, -0.824], [-0.986, 0.162, 1.024], [0.189, 0.806, 2.218], [0.039, -0.628, -1.294], [0.431, -0.803, 1.479], [-0.206, -3.616, -1.769]]
}


Short version: largest force on an atom = 3.1; 5.3; 9.1; 4.8; 10.0; 1.1; 0.3 eV Å⁻¹, in the order given.